Record 1
Entry from the OMol25 dataset: a structure of composition C36H33BF4N7P2S4SbSe2W (ωB97M-V with the def2-TZVPD basis set).

Positions of all 91 atoms, in Å:
W -0.399 -0.717 -0.664
C 5.533 2.547 -2.072
C 4.033 2.400 -2.245
N 3.616 1.079 -1.818
C 2.326 0.749 -1.598
S 2.026 -0.917 -1.248
N 1.437 1.707 -1.669
N 0.165 1.303 -1.402
C -0.747 2.210 -1.397
C -0.475 3.669 -1.516
C -2.119 1.706 -1.360
C -3.227 2.535 -1.465
C -4.485 1.972 -1.531
C -4.603 0.590 -1.563
C -3.458 -0.173 -1.464
N -2.247 0.368 -1.315
H 5.857 3.537 -2.392
H 6.074 1.811 -2.672
H 5.814 2.411 -1.027
H 3.742 2.580 -3.286
H 3.500 3.128 -1.635
H 4.255 0.312 -1.946
H 0.585 3.855 -1.382
H -1.038 4.202 -0.747
H -0.781 4.047 -2.494
H -3.096 3.606 -1.469
H -5.363 2.603 -1.572
H -5.561 0.101 -1.668
H -3.496 -1.251 -1.532
S -0.863 -5.186 -3.015
Sb 0.646 -3.599 -2.589
S -0.578 -1.451 -2.955
S 0.177 -2.939 0.078
Se -2.780 2.504 5.672
P -3.686 1.067 4.425
C -4.306 -0.317 5.438
C -5.603 -0.802 5.290
C -6.119 -1.708 6.206
C -5.343 -2.147 7.266
C -4.045 -1.678 7.411
C -3.534 -0.756 6.513
C -5.178 1.687 3.570
C -5.675 1.030 2.447
C -6.834 1.478 1.834
C -7.495 2.596 2.328
C -6.993 3.261 3.436
C -5.839 2.805 4.059
C -2.679 0.573 3.006
C -2.148 -0.558 2.381
N -1.539 -0.081 1.261
N -1.735 1.230 1.201
N -2.427 1.643 2.216
P -1.860 -2.260 2.944
Se -1.933 -2.752 -0.296
C -3.590 -2.821 3.203
C -4.556 -2.395 2.286
C -5.836 -2.926 2.288
C -6.183 -3.906 3.206
C -5.242 -4.321 4.136
C -3.964 -3.781 4.141
C -1.125 -2.017 4.605
C -0.950 -3.138 5.420
C -0.312 -3.037 6.646
C 0.217 -1.820 7.057
C 0.119 -0.719 6.222
C -0.546 -0.814 5.007
H -6.223 -0.468 4.471
H -7.132 -2.071 6.083
H -5.749 -2.853 7.980
H -3.429 -2.012 8.236
H -2.545 -0.348 6.668
H -5.150 0.167 2.052
H -7.223 0.954 0.969
H -8.399 2.949 1.846
H -7.500 4.138 3.819
H -5.428 3.318 4.920
H -4.294 -1.636 1.560
H -6.562 -2.577 1.564
H -7.179 -4.331 3.206
H -5.505 -5.066 4.877
H -3.262 -4.108 4.894
H -1.293 -4.111 5.087
H -0.207 -3.916 7.269
H 0.727 -1.741 8.009
H 0.554 0.229 6.508
H -0.592 0.061 4.378
F 2.939 0.919 1.509
B 1.865 0.213 2.000
F 0.840 0.219 0.852
F 1.229 0.847 3.038
F 2.138 -1.108 2.251

Properties
* 2S+1: 2
* energy relative to the best compared isomer or geometry (same formula, charge and spin): 118.9 kJ/mol
* total charge: -1
* frontier orbital gap (spin up / spin down): 6.27 / 5.93 eV
* DFT total energy: -260831.6591 eV
* HOMO (spin up / spin down): -4.96 / -5.03 eV


Record 2
Entry from the OMol25 dataset: a structure of composition C36H33BF6INO4S (ωB97M-V with the def2-TZVPD basis set).

Positions of all 83 atoms, in Å:
N 2.980 -1.400 -0.061
B 1.632 -0.987 -0.441
O 1.423 -0.300 -1.592
O 0.595 -1.288 0.465
S -0.580 -2.307 0.009
O -0.501 -2.496 -1.399
O -1.892 -1.410 0.304
I -2.034 0.314 -0.746
H 3.453 -1.801 -0.865
H 3.474 -0.520 0.087
H 0.944 0.529 -1.402
F 3.980 2.148 1.056
C 4.294 1.923 2.354
C 5.236 0.963 2.660
C 5.557 0.735 3.988
C 4.927 1.458 4.989
C 3.979 2.415 4.661
C 3.659 2.656 3.334
H 5.710 0.402 1.865
H 6.291 -0.009 4.240
H 5.177 1.276 6.025
H 3.484 2.978 5.440
H 2.927 3.403 3.057
F -1.067 -7.987 -1.922
C -1.357 -7.100 -2.896
C -1.777 -7.570 -4.123
C -2.076 -6.654 -5.120
C -1.945 -5.293 -4.881
C -1.518 -4.845 -3.640
C -1.224 -5.752 -2.635
H -1.865 -8.635 -4.289
H -2.412 -7.005 -6.086
H -2.177 -4.583 -5.663
H -1.410 -3.787 -3.448
H -0.896 -5.421 -1.659
F -1.634 2.991 -1.617
C -2.456 3.927 -2.171
C -2.763 5.052 -1.439
C -3.597 6.003 -2.007
C -4.110 5.809 -3.281
C -3.787 4.664 -3.994
C -2.948 3.711 -3.439
H -2.355 5.177 -0.445
H -3.846 6.896 -1.451
H -4.763 6.550 -3.719
H -4.191 4.513 -4.985
H -2.676 2.813 -3.979
F 8.418 0.504 4.200
C 9.412 -0.250 3.682
C 9.523 -0.352 2.311
C 10.545 -1.125 1.782
C 11.428 -1.785 2.623
C 11.294 -1.669 3.998
C 10.280 -0.893 4.538
H 8.819 0.167 1.675
H 10.650 -1.211 0.710
H 12.222 -2.389 2.205
H 11.979 -2.186 4.656
H 10.161 -0.783 5.607
F -2.898 -5.835 6.634
C -2.597 -5.137 5.519
C -1.592 -5.597 4.694
C -1.290 -4.878 3.548
C -1.985 -3.716 3.249
C -2.990 -3.271 4.095
C -3.305 -3.987 5.240
H -1.059 -6.502 4.950
H -0.509 -5.227 2.887
H -1.744 -3.158 2.356
H -3.530 -2.364 3.864
H -4.089 -3.662 5.910
F -6.520 5.687 -5.849
C -7.558 5.892 -5.009
C -8.264 7.073 -5.094
C -9.329 7.277 -4.230
C -9.665 6.310 -3.294
C -8.936 5.132 -3.224
C -7.875 4.914 -4.090
H -7.981 7.817 -5.826
H -9.897 8.195 -4.288
H -10.493 6.475 -2.620
H -9.193 4.378 -2.494
H -7.298 4.000 -4.056

Properties
* frontier orbital gap: 8.05 eV
* DFT total energy: -83465.7799 eV
* HOMO: -9.03 eV


Record 3
Entry from the OMol25 dataset: a structure of composition C36H33BiN4O3PS2 (ωB97M-V with the def2-TZVPD basis set).

Positions of all 80 atoms, in Å:
Bi 0.267 0.979 0.808
C -4.821 -6.108 4.943
O -4.275 -4.810 4.746
C -4.888 -3.992 3.867
C -4.367 -2.697 3.775
C -4.915 -1.774 2.915
C -6.017 -2.124 2.114
C -6.532 -3.410 2.230
C -5.977 -4.352 3.080
N -6.780 -1.336 1.188
N -6.442 -0.248 0.709
C -5.168 0.335 0.974
C -5.045 1.476 1.717
C -3.789 2.071 1.949
C -2.637 1.529 1.430
O -1.423 2.039 1.639
C -2.767 0.376 0.610
N -1.623 -0.140 0.075
C -1.677 -1.164 -0.754
C -2.885 -1.775 -1.096
C -4.048 -1.313 -0.534
C -4.019 -0.214 0.347
H -4.230 -6.564 5.731
H -4.743 -6.709 4.035
H -5.864 -6.049 5.258
H -3.532 -2.438 4.413
H -4.491 -0.782 2.899
H -7.393 -3.661 1.624
H -6.400 -5.344 3.127
H -5.932 1.912 2.158
H -3.717 2.971 2.546
H -0.737 -1.511 -1.166
H -2.886 -2.599 -1.794
H -4.997 -1.773 -0.776
O 3.220 0.609 0.658
C 4.005 -0.580 0.733
C 3.877 -1.418 -0.528
C 2.413 -1.712 -0.893
C 1.677 -2.365 0.244
C 1.922 -3.697 0.572
C 1.250 -4.281 1.627
C 0.334 -3.523 2.346
C 0.145 -2.213 1.966
N 0.798 -1.640 0.947
H 3.497 1.099 -0.138
H 3.643 -1.130 1.604
H 5.051 -0.325 0.915
H 4.424 -2.353 -0.382
H 4.344 -0.896 -1.366
H 2.385 -2.368 -1.765
H 1.916 -0.782 -1.179
H 2.635 -4.263 -0.014
H 1.430 -5.316 1.886
H -0.222 -3.938 3.174
H -0.566 -1.584 2.496
S 3.390 2.460 -2.162
P 1.721 3.220 -1.499
S 0.051 1.937 -1.528
C 1.169 4.677 -2.410
C 0.019 4.708 -3.189
C -0.317 5.868 -3.873
C 0.490 6.990 -3.777
C 1.642 6.959 -3.000
C 1.985 5.805 -2.320
C 1.802 3.734 0.243
C 3.023 3.759 0.910
C 3.083 4.205 2.224
C 1.930 4.631 2.866
C 0.709 4.612 2.202
C 0.641 4.170 0.891
H -0.615 3.835 -3.269
H -1.211 5.892 -4.481
H 0.223 7.893 -4.309
H 2.273 7.834 -2.929
H 2.889 5.775 -1.723
H 3.919 3.434 0.398
H 4.032 4.220 2.742
H 1.981 4.984 3.888
H -0.189 4.945 2.704
H -0.310 4.150 0.375

Properties
* energy relative to the best compared isomer or geometry (same formula, charge and spin): 0.0 kJ/mol
* total charge: +1
* frontier orbital gap: 7.05 eV
* DFT total energy: -86765.4553 eV
* HOMO: -10.30 eV


DFT total energy of number 2 (C36H33BF6INO4S)?
-83465.7799 eV